1.
75
Properties=species:S:1:pos:R:3:forces:R:3 method="wB97M-V/def2-TZVPD" lumo_energy_ha="-0.3977 / -0.3880" de_lowest_kj_mol=0.00 homo_lumo_gap_ev="5.444 / 5.710" total_charge=+3
Sn -0.003760 -0.448563 -0.687246 0.4375 0.1560 -0.2467
C -4.738244 0.743944 -1.551933 -0.8648 -0.0214 -0.6385
C -3.939972 1.752632 -0.922289 -0.3409 -0.3710 0.2798
C -3.314301 1.100302 0.210680 -0.0750 0.5728 0.1993
C -3.806704 -0.244380 0.301634 1.2254 0.2727 1.3900
C -4.629508 -0.474420 -0.780503 -2.0161 0.9965 -2.7865
C -5.434872 -1.667595 -1.149201 0.1358 -0.1138 1.6749
C -3.514977 -1.243798 1.379066 -0.1137 1.6745 1.5672
C -2.411935 1.764933 1.190286 -0.3308 -0.3413 0.4853
C -3.908177 3.209278 -1.233780 0.2181 0.4746 -0.6322
C -5.735671 0.993339 -2.694390 -1.5944 -0.2439 3.1111
H -5.369585 -2.307437 -0.267768 -0.3966 -0.4607 -0.3054
H -4.988276 -2.186501 -1.972586 0.2975 -0.3829 -0.6578
H -6.495410 -1.494182 -1.401315 0.5568 0.2274 0.2054
H -2.864056 -1.999645 0.973020 0.1317 -0.6509 0.1116
H -4.461590 -1.651130 1.763222 0.3045 -0.3244 -0.3717
H -3.049581 -0.773713 2.319102 -0.4231 -0.6442 -1.6043
H -1.490984 2.068805 0.712331 0.3151 0.4459 -0.3308
H -2.092187 1.006976 1.925540 -0.3045 0.6879 0.0985
H -2.864867 2.681667 1.657509 0.3649 -0.9441 -0.2829
H -2.855908 3.575022 -1.158478 -0.7819 -0.0357 0.0386
H -4.538538 3.820815 -0.537917 0.5281 -0.5907 -0.2649
H -4.294217 3.449851 -2.259409 0.4029 -0.3796 0.8788
H -6.575192 0.188523 -2.680963 1.6966 1.4306 -0.4059
H -5.273719 1.142289 -3.635619 0.3832 -0.0843 -1.0573
H -6.228873 1.976135 -2.399003 0.4071 -1.0800 -0.6040
N 1.250338 0.951345 -2.177505 1.1732 -0.8930 0.7884
C 0.664709 1.305044 -3.458712 -2.2934 0.8794 -1.5274
C -0.900963 1.227935 -3.484773 -0.0895 -0.0206 0.7865
C -1.426390 -0.200096 -3.648299 -0.5610 0.0605 -1.9012
N -0.670509 -1.231011 -2.925900 1.4971 0.7756 0.5702
H 1.497416 1.800947 -1.671720 -0.1107 0.0129 0.0524
H 2.164215 0.534963 -2.416232 -0.3113 -0.0248 0.6068
H 1.059522 0.721214 -4.312172 0.0070 0.0349 0.6877
H 0.897896 2.338379 -3.673731 0.3075 0.2334 -0.1596
H -1.312106 1.825425 -4.303380 0.3764 -0.1311 -0.1418
H -1.398260 1.719497 -2.598649 0.8816 -0.4418 -0.3594
H -1.371026 -0.497280 -4.737056 -0.2324 0.5077 0.9586
H -2.496421 -0.251286 -3.376061 0.5159 -0.0531 0.0430
H 0.196611 -1.457337 -3.447001 -0.8741 -0.2233 0.3589
H -1.259152 -2.028329 -2.835660 -0.1190 -1.0574 -0.1051
F 7.213635 -0.128959 -2.038057 -0.9255 -0.9146 0.3983
C 6.145810 -0.465992 -1.306611 -0.2243 1.0684 -0.7861
C 6.121088 -0.018502 0.015328 0.9080 -1.3927 -0.1427
F 7.294149 0.322234 0.586138 -1.6936 0.1430 -0.5699
C 4.936231 -0.145641 0.766085 1.3594 0.4016 -1.3710
F 5.042793 0.336043 1.972406 -0.6394 0.0723 1.1354
C 3.785975 -0.663577 0.196593 -0.4497 -0.2883 -0.2630
P 2.188106 -0.769651 1.053122 1.0302 -0.5250 0.8391
C 2.107322 0.721510 2.086949 -0.0414 0.4603 -0.8849
C 1.354133 0.721808 3.257465 0.3543 0.4881 0.1187
C 1.298099 1.888778 4.022457 -0.9946 -0.9137 1.2593
C 1.962268 3.034480 3.666396 0.1437 0.5127 -0.7666
C 2.518294 3.091293 2.380946 0.4620 -0.4854 -0.6243
C 2.648984 1.943951 1.583648 -1.3631 -0.4123 1.9471
C 2.425254 -2.227870 2.169904 0.2248 1.8342 -0.2665
C 3.165373 -2.022682 3.345184 -0.5183 0.5067 1.3083
C 3.165311 -3.013722 4.361160 0.7430 -0.0135 -1.5166
C 2.630798 -4.281560 4.057762 -1.1269 0.6017 0.0652
C 1.806979 -4.380182 2.906047 0.9723 -0.4809 0.3093
C 1.763690 -3.400999 1.919415 -0.1061 -0.8521 1.2438
C 3.858598 -1.189520 -1.111515 -0.1675 -0.2052 0.0956
Br 2.465628 -2.375713 -1.776202 0.3815 0.6091 0.0590
C 4.977763 -1.045101 -1.896705 1.0931 0.5027 -0.5769
F 4.960325 -1.368123 -3.209851 0.1992 0.0792 1.3518
H 0.901446 -0.165930 3.681180 -0.0181 -0.1385 -0.2830
H 0.679251 1.828874 4.944045 0.7999 0.2388 -0.5619
H 2.045179 3.887926 4.341295 -0.3063 -0.1790 -0.3122
H 2.872593 4.020045 1.956609 0.2715 0.1229 0.3159
H 3.181735 1.951630 0.662279 0.3176 0.2146 -0.6014
H 3.621455 -1.020954 3.576296 -0.4957 -1.2106 -0.3488
H 3.671632 -2.777921 5.297023 -0.0546 -0.3435 -0.2439
H 2.734695 -5.138983 4.756151 -0.2519 0.8149 -0.5372
H 1.202230 -5.250092 2.725691 0.1877 -0.5161 0.1066
H 1.238383 -3.639433 1.018205 -0.4021 0.2705 -0.4067

***

2.
120
Properties=species:S:1:pos:R:3:forces:R:3 method="wB97M-V/def2-TZVPD" lumo_energy_ha=-0.0186 de_lowest_kj_mol=905.35 homo_lumo_gap_ev=10.080 total_charge=0
H 0.945226 0.925094 4.112499 -0.2306 0.2268 -1.8644
H 1.417521 0.770656 2.535059 0.4731 0.3648 0.6852
O 0.773110 1.168906 3.152300 0.2516 -0.8439 1.2624
H -1.109157 4.728410 -0.835913 0.6136 0.5010 1.0015
H -1.460380 5.414857 -1.975283 0.5181 1.6572 1.2435
O -1.068071 5.676675 -1.075619 -1.0767 -2.1782 -2.0554
H 4.665300 3.958947 2.854039 0.2878 -0.2693 -0.1448
H 3.223748 4.401835 2.616122 1.5278 -2.3072 -0.9236
O 3.917786 3.683064 2.308053 -1.9076 2.4423 1.3952
H 0.706109 -3.257187 3.626905 0.2076 -0.2921 0.9983
H 0.685649 -4.643674 4.516627 0.8635 -0.2569 0.1868
O 0.194800 -3.930931 4.137705 -0.8647 0.6087 -1.1131
H 0.467745 -3.737827 -3.330089 0.3954 0.2406 0.9788
H -0.622211 -4.868802 -3.282041 -0.4143 0.0950 0.6149
O -0.021811 -4.376549 -3.829379 0.0428 -0.9230 -1.4430
H 1.435563 -5.533380 -1.593122 0.6508 0.5593 0.5645
O 1.945405 -5.123341 -0.863521 0.6437 -0.4662 -0.8465
H 1.480798 -4.243220 0.545902 -0.8765 -0.4837 -0.0266
O 0.728322 -3.701896 0.871617 0.4500 0.6962 -1.8675
H -5.604550 1.641528 1.122208 2.8572 -0.1493 0.0699
H -4.304060 2.234986 1.791915 -0.3315 -0.2555 -0.8494
O -4.578748 1.633562 1.055181 -1.9973 1.1035 1.0138
H 1.472594 -2.479792 1.890597 0.1713 0.0540 -0.8404
H 1.004044 -1.094637 2.410154 -0.0948 -0.4351 0.0842
O 1.289218 -1.981204 2.682133 0.1358 1.1221 1.0497
H 1.894091 -2.414803 -0.441803 -0.0780 0.8801 -0.5439
H 2.951597 -1.914462 -1.624893 -0.3410 0.6151 0.2818
O 2.604070 -2.607362 -1.065853 0.7364 -1.1374 0.2771
H -0.980155 4.593465 -4.629933 -0.9053 0.7304 -1.2658
H -0.710367 2.966344 -4.785293 -0.8912 0.2480 -1.3923
O -0.617988 3.791168 -4.324700 1.5319 -1.2150 2.2342
H 3.584294 0.595189 2.783418 -0.8777 -0.6975 -0.7227
O 3.058556 0.816196 1.973783 1.4555 -1.0410 1.2837
H -2.565285 -3.685666 4.490375 -0.6198 0.2267 0.1457
H -1.307506 -3.078802 4.704125 0.9355 0.3342 0.3190
O -2.223822 -2.877771 4.908140 -0.5599 -0.3733 -0.3027
H -1.758048 -0.905494 0.483100 0.2089 0.8758 0.8058
H -1.191510 -1.820247 -0.474766 0.0881 -0.2896 -0.2523
O -2.049903 -1.443490 -0.244133 0.9251 -0.4310 0.3008
H -3.573649 5.178200 -0.826440 -0.3598 -0.9868 -1.0742
H -3.926253 3.837784 -1.729123 0.1619 1.3882 0.6308
O -3.773540 4.816997 -1.724241 0.1245 -0.5093 0.3157
H -3.495150 4.900474 2.798498 0.1448 0.2554 -0.0425
H -2.890303 4.333777 1.491172 0.8846 0.4634 -0.7261
O -3.427277 4.130951 2.234384 -1.1719 -0.7850 0.8724
H -4.201656 -2.704944 -0.104654 0.1804 0.3039 0.1454
H -3.318030 -2.028678 0.990234 -0.9063 -0.6465 -0.6739
O -4.036998 -2.675082 0.842159 0.2674 -0.6491 0.9062
H -0.472446 -0.812504 4.721358 -1.8181 0.2640 -1.2929
H -0.638889 -1.191374 6.306126 1.0170 0.5937 -2.4867
O -0.030454 -0.957277 5.526640 0.8945 -0.6279 3.7045
H -2.599748 -0.385600 4.015999 0.0760 0.1952 -0.5581
O -1.916425 0.212610 3.673572 -0.2761 0.3775 -0.4442
H 1.776296 3.871390 -3.735082 -0.2739 -0.1648 -0.8529
H 1.999840 4.145375 -2.321261 0.4745 0.4409 -0.3410
O 2.410610 4.312272 -3.190221 0.3221 0.8062 1.0046
H 0.237707 2.678777 -3.217692 1.1912 -0.1312 0.8496
O 1.036846 2.271375 -2.774831 -2.3707 -1.2461 1.1683
H 2.122688 -0.056189 -2.788512 0.3713 -0.8920 -0.4191
H 1.867315 1.039541 -3.609375 -0.1119 -0.2471 -1.0604
O 2.032430 0.071202 -3.752112 -0.1640 1.3286 1.2622
H 3.469022 -2.749016 4.004112 0.6159 0.1941 0.7873
H 3.858404 -4.084313 3.763004 0.5970 0.1221 1.1295
O 4.099128 -3.383686 4.414304 -1.3084 -0.3435 -1.2347
H -6.441455 -0.282646 0.387849 0.6156 0.1787 -0.3331
H -6.000072 -1.513889 1.073967 1.9672 1.8434 -1.1603
O -5.578005 -0.694005 0.596110 -3.2352 -2.2017 1.3119
H -3.229676 -1.473029 -2.069647 -1.3701 -0.9452 1.4247
H -1.788016 -1.983640 -2.514183 0.1992 -0.8840 0.2935
O -2.489322 -1.353141 -2.608412 0.8983 1.5788 -3.1375
H -0.007759 0.777102 -0.034659 0.7304 0.3713 -0.5096
H 1.664884 0.796142 -0.307447 -0.0510 1.0142 -0.0220
O 0.868234 0.351761 -0.044593 -0.2904 -1.6498 0.4332
H 3.626597 4.834370 0.831836 -0.0613 0.5248 -1.5703
H 2.304593 5.278369 0.352999 -0.4307 0.0659 -0.2318
O 3.216255 5.289651 0.044444 0.6248 -0.7228 1.2536
H -2.154395 -0.446107 -4.360410 -0.4715 -1.2162 1.0644
H -1.642738 -0.601218 -5.849630 -0.5513 0.8075 1.3314
O -1.925503 0.029748 -5.136482 1.0241 0.4861 -2.3162
H 3.871320 3.152762 -2.063347 1.5239 -1.1619 -1.4912
H 4.548079 2.269799 -3.271220 -0.5657 0.4470 -0.0363
O 4.619157 2.537966 -2.353720 -0.7251 0.5755 1.5859
H -2.832623 -5.403075 -2.066198 -0.3353 -1.2063 0.3697
H -2.526155 -4.171109 -1.143883 -0.2808 -0.8443 -1.1456
O -2.659167 -4.480026 -2.079675 0.6396 2.0178 1.0151
H -2.466813 -3.718400 2.292580 -2.0550 0.8131 0.0042
H -1.425663 -4.516437 2.317538 -1.7506 -1.8956 1.2513
O -2.416797 -4.630252 2.586010 3.5713 0.7950 -1.2741
H -0.137694 -2.358712 -4.154384 0.6847 0.8062 0.6853
O 0.399257 -1.923554 -3.443564 -1.3671 -1.0364 -0.3470
H -2.339457 0.922770 0.930700 -0.6602 0.8339 -0.5708
H -1.025477 1.625983 1.463140 -0.7127 0.6400 0.1984
O -1.438946 0.791327 1.217793 0.0852 -1.1937 -0.7091
H -2.018290 0.466624 2.699427 0.0910 -1.1372 1.8983
H 2.599764 -4.481308 -1.234503 -0.9567 -0.6287 -0.0491
H 0.626713 1.615260 -2.122746 0.4677 1.1262 -1.0684
H 0.531006 -3.918645 1.755731 -0.2865 -0.8259 1.6745
H 3.483308 1.658269 1.876167 -0.0635 1.6012 -0.8626
H 0.579542 -1.012331 -3.683320 0.3480 0.4783 -0.4194
O 0.781267 4.927220 1.502387 2.4485 0.4682 -0.7393
H 0.358037 5.764537 1.296515 -1.0233 -0.7702 0.4839
H 0.393962 4.146519 1.884542 -1.6153 0.6257 0.3758
O -1.434554 0.961611 -1.849227 -0.5054 -0.9700 -0.4153
H -1.307587 1.291885 -2.750167 -0.3129 -0.1743 0.1495
H -1.833749 0.024202 -1.994112 0.7640 1.5664 0.1936
O -5.442284 0.911313 -1.903255 1.8897 -0.5102 -1.4900
H -4.461485 0.714640 -2.013032 -1.9045 0.4629 0.3404
H -5.530160 1.151878 -0.994965 0.2676 0.2299 0.9519
O 4.259325 -1.427659 -4.262117 -0.4287 -1.4621 0.5221
H 3.387464 -1.857236 -4.160489 0.6472 0.1656 -0.0878
H 4.018868 -0.677381 -4.781680 -0.1083 0.9733 -0.4299
O 6.427060 -0.344948 -1.821256 0.2269 -1.2373 0.2337
H 6.260514 -0.877910 -1.025507 0.0888 0.4315 -0.4439
H 6.193265 0.545447 -1.601551 -0.3755 0.9253 0.2294
O -0.901107 2.928393 2.652464 2.2147 1.5022 -2.9032
H -0.073012 2.357950 2.529250 -1.2381 0.3275 1.9998
H -1.489636 2.579347 3.280840 -0.8097 -1.1338 1.5027
O 3.797112 -3.484512 1.877434 -0.2614 -0.0064 -1.0679
H 3.696555 -3.312108 0.919010 0.4247 -0.1697 0.5504
H 4.708473 -3.750595 2.059412 -0.1057 0.2598 -0.4094

***

3.
12
Properties=species:S:1:pos:R:3:forces:R:3 method="wB97M-V/def2-TZVPD" lumo_energy_ha="-0.0251 / -0.0273" de_lowest_kj_mol=315.70 homo_lumo_gap_ev="8.253 / 8.105" total_charge=0
C -1.318144 0.669533 -0.093639 0.1227 0.3021 -0.0325
C -1.291194 -0.713590 -0.015756 0.1348 -0.3678 0.0229
C -0.179654 1.475351 0.088478 -0.2278 0.0393 -0.0907
C -0.120780 -1.445847 0.257357 -0.2283 -0.0399 -0.0488
C 0.930385 0.735839 0.361856 0.3859 -1.8115 0.3033
C 0.952776 -0.631693 0.447114 0.4209 1.8459 0.0536
O 3.240337 -0.098849 -1.445111 -1.0284 0.3519 3.5254
S 2.566865 0.090762 0.621372 0.6314 -0.3792 -3.7228
H -2.251709 1.153874 -0.331019 -0.1502 0.0516 0.0171
H -2.205180 -1.261187 -0.190995 -0.1006 -0.0137 0.0101
H -0.219280 2.547676 0.004717 0.0401 0.1145 -0.0293
H -0.104427 -2.521868 0.295623 -0.0004 -0.0931 -0.0084

***

4.
57
Properties=species:S:1:pos:R:3:forces:R:3 method="wB97M-V/def2-TZVPD" lumo_energy_ha=0.0141 homo_lumo_gap_ev=7.792 total_charge=0
Li 0.138931 0.381196 0.175762 0.1022 -0.2097 -0.0281
C -1.339547 -2.462977 0.267817 0.0338 0.0771 -0.0404
O -1.175701 -1.062090 0.154388 -0.0737 -0.1122 0.0332
Si -2.403204 0.032748 -0.360924 0.2624 0.0228 0.1021
C -2.766805 -0.441206 -2.132094 -0.0111 -0.0035 -0.1374
C -3.976893 -0.386891 0.570065 -0.0499 -0.0615 0.1170
C -1.553651 1.589321 -0.029782 -0.4452 0.1947 -0.0205
Si -1.835699 2.893115 -1.288403 0.1284 -0.0693 -0.0465
C -1.111219 2.442242 -2.968163 0.0586 -0.0127 -0.0856
C -3.661444 3.262250 -1.573405 -0.1150 -0.0065 -0.0231
C -1.045672 4.547148 -0.858196 0.0323 0.0911 0.0397
Si -1.711090 2.118366 1.709548 0.2150 -0.0177 0.0809
C -3.361594 2.815655 2.280593 -0.1366 0.0265 -0.0475
C -0.440624 3.433348 2.196378 0.0546 0.0416 0.0394
C -1.356714 0.676631 2.901797 -0.0090 -0.0663 0.0175
H -2.394983 -2.746220 0.265725 0.0013 0.0073 0.0033
H -0.899151 -2.804607 1.206775 0.0046 -0.0104 0.0052
H -0.842101 -2.976597 -0.557837 0.0001 -0.0008 -0.0097
H -3.202456 -1.444966 -2.155113 0.0176 0.0154 -0.0211
H -1.865430 -0.444657 -2.748133 -0.0340 -0.0199 0.0175
H -3.487537 0.239232 -2.593381 0.0224 -0.0545 0.0004
H -4.347214 -1.384298 0.316338 -0.0095 0.0232 0.0166
H -4.754749 0.329659 0.288044 0.0301 -0.0238 -0.0161
H -3.859670 -0.331174 1.653808 -0.0533 -0.0059 -0.0419
H -1.671621 1.652482 -3.470141 0.0250 0.0215 -0.0007
H -0.075383 2.104823 -2.863375 -0.0192 0.0198 -0.0287
H -1.112130 3.316163 -3.626735 -0.0012 -0.0284 0.0143
H -4.190603 2.376465 -1.940608 -0.0009 0.0668 0.0173
H -3.810014 4.064611 -2.302548 0.0014 -0.0256 0.0193
H -4.138767 3.562568 -0.636045 -0.0091 0.0058 -0.0343
H -0.026186 4.426628 -0.484641 -0.0151 0.0297 -0.0380
H -1.619212 5.096244 -0.107053 0.0247 -0.0051 -0.0013
H -1.004944 5.169715 -1.756934 -0.0165 -0.0115 0.0320
H -3.565379 3.782073 1.810049 0.0011 -0.0248 0.0163
H -3.361639 2.964809 3.364649 -0.0162 0.0197 -0.0189
H -4.188917 2.146235 2.029041 0.0300 0.0406 0.0328
H -0.721614 4.415101 1.815407 0.0302 0.0049 0.0257
H 0.549487 3.205731 1.787754 -0.0206 -0.0011 0.0290
H -0.366635 3.517924 3.285860 0.0118 -0.0236 -0.0192
H -2.152888 -0.071395 2.881325 0.0604 0.0113 0.0288
H -1.278099 1.047369 3.930059 -0.0145 0.0015 -0.0331
H -0.428731 0.149060 2.657960 0.0017 0.0106 0.0328
C 1.659571 -2.168314 3.069523 -0.0100 0.0478 0.0201
N 1.905016 -0.767409 3.317056 -0.0302 -0.1148 -0.0368
C 1.814438 -0.203691 4.658914 -0.0085 0.0088 -0.0389
C 1.982214 1.301790 4.407012 0.0468 -0.0341 -0.0520
N 2.488333 1.316155 3.036275 -0.0388 0.0966 -0.0184
C 2.285467 0.138823 2.410593 -0.0326 -0.0489 0.0159
S 2.497192 -0.118731 0.751925 -0.0735 0.0837 0.0823
H 0.707595 -2.451651 3.522028 -0.0017 -0.0043 -0.0108
H 2.453590 -2.787731 3.492971 0.0021 0.0167 0.0186
H 1.615891 -2.331334 1.996118 0.0103 0.0130 -0.0127
H 2.601691 -0.612719 5.296222 0.0365 0.0016 0.0022
H 0.847664 -0.444480 5.101817 -0.0078 -0.0100 0.0102
H 2.691106 1.760284 5.092583 0.0058 0.0055 0.0086
H 1.030333 1.829067 4.472435 -0.0299 0.0130 -0.0200
H 2.510187 2.155704 2.481994 0.0322 -0.0120 0.0025

***

no.,E (Ha)
1,-4839.8412
2,-3057.4125
3,-704.2215
4,-2013.5816